<a>
The following is a DFT calculation (the ωB97M-V functional and the def2-TZVPD basis) of a single C2H5FO molecule.

Last column: Mulliken charge in e.
CARTESIAN COORDINATES (ANGSTROEM)
1 O -1.24 0.91 -0.33  -0.53
2 C -0.30 0.18 0.49  -0.41
3 C 0.63 -0.69 -0.38  -0.18
4 F 1.59 0.10 -0.93  -0.29
5 H -1.61 1.73 -0.08  0.29
6 H -0.76 -0.38 1.24  0.36
7 H 0.31 0.77 1.06  0.32
8 H 1.19 -1.54 0.21  0.21
9 H 0.19 -1.07 -1.27  0.23

## Properties
- frontier orbital gap (eV) = 11.642
- SMILES = OCCF
- charge = 0
- lowest unoccupied orbital energy (eV) = 0.9
- HOMO (eV) = -10.729

***

<b>
The following is a DFT calculation (the ωB97M-V functional and the def2-TZVPD basis) of C2H5FO as an isolated structure.

Last column: Mulliken charge in e.
CARTESIAN COORDINATES (ANGSTROEM)
1 C -1.12 0.30 -0.14  -0.94
2 C 0.77 0.20 0.05  0.25
3 O 1.00 -0.89 0.73  -0.47
4 F 1.36 0.13 -1.21  -0.29
5 H -1.40 -0.34 0.64  0.33
6 H -1.24 1.35 -0.03  0.30
7 H -1.23 -0.10 -1.14  0.30
8 H 1.29 1.03 0.68  0.20
9 H 0.56 -1.67 0.43  0.32

## Properties
- frontier orbital gap (eV) = 10.893
- charge = 0
- lowest unoccupied orbital energy (eV) = 1.0
- HOMO (eV) = -9.911

***

Energy relative to the most stable one, in hartree: <a> 0.0000; <b> 0.0148

***

<a>
The following is a DFT calculation (the ωB97M-V functional and the def2-TZVPD basis) of a single C2H2BrCl3 molecule.

Last column: Mulliken charge in e.
CARTESIAN COORDINATES (ANGSTROEM)
1 Cl -1.91 -1.11 0.56  -0.15
2 C -0.90 0.17 -0.07  -0.60
3 C 0.84 -0.13 -0.09  0.32
4 Cl 1.25 -1.16 1.27  -0.09
5 Cl 1.44 -0.77 -1.61  -0.11
6 Br 1.36 1.75 0.27  -0.10
7 H -1.25 0.25 -0.99  0.39
8 H -0.83 1.01 0.66  0.34

## Properties
- frontier orbital gap (eV) = 10.740
- SMILES = ClCC(Cl)(Cl)Br
- charge = 0
- lowest unoccupied orbital energy (eV) = 0.1
- HOMO (eV) = -10.662

***

<b>
The following is a DFT calculation (the ωB97M-V functional and the def2-TZVPD basis) of a 2-piece molecular cluster, C2H2BrCl3 overall.

Last column: Mulliken charge in e.
CARTESIAN COORDINATES (ANGSTROEM)
1 C 0.14 0.52 -0.69  0.05
2 C -0.85 0.27 0.39  -0.67
3 Cl -0.64 1.41 -2.09  -0.06
4 Cl 1.58 1.39 -0.09  -0.11
5 Cl -1.77 2.75 0.89  -0.34
6 Br -2.30 -0.72 -0.25  0.08
7 H 0.44 -0.49 -1.27  0.37
8 H -0.87 0.51 1.38  0.66

## Properties
- frontier orbital gap (alpha / beta) (eV) = 7.116 / 7.114
- charge = 0
- lowest unoccupied orbital energy (alpha / beta) (eV) = -2.9 / -2.9
- HOMO (alpha / beta) (eV) = -9.973 / -9.971

***

Energy relative to the most stable one, in hartree: <a> 0.0000; <b> 0.0650

***

<a>
The following is a DFT calculation (the ωB97M-V functional and the def2-TZVPD basis) of a 2-piece molecular cluster, C3H11NS overall.

Last column: Mulliken charge in e.
CARTESIAN COORDINATES (ANGSTROEM)
1 C 1.67 2.81 -2.03  -0.82
2 N 0.83 2.73 -0.85  -0.30
3 C 1.50 2.48 0.39  -0.76
4 H 1.04 2.81 -2.90  0.33
5 H 2.25 3.75 -2.01  0.25
6 H 2.42 2.00 -2.15  0.27
7 H -0.04 2.24 -0.99  0.22
8 H 0.87 2.66 1.26  0.28
9 H 2.39 3.13 0.41  0.25
10 H 1.93 1.46 0.49  0.27
11 C -2.63 -4.76 1.71  -0.67
12 S -2.69 -3.62 0.27  -0.19
13 H -2.97 -4.21 2.57  0.27
14 H -3.33 -5.52 1.41  0.22
15 H -1.63 -5.10 1.93  0.27
16 H -1.62 -2.86 0.49  0.10

## Properties
- frontier orbital gap (eV) = 9.142
- SMILES = CNC.CS
- charge = 0
- lowest unoccupied orbital energy (eV) = 0.7
- HOMO (eV) = -8.427

***

<b>
The following is a DFT calculation (the ωB97M-V functional and the def2-TZVPD basis) of a 3-piece molecular cluster, C3H11NS overall.

Last column: Mulliken charge in e.
CARTESIAN COORDINATES (ANGSTROEM)
1 S -1.49 2.28 -1.17  -0.28
2 H -2.14 3.30 -0.56  0.17
3 C 1.07 -1.76 -0.20  -1.41
4 C 0.21 -0.68 0.46  0.73
5 C 0.91 0.66 0.47  -1.16
6 N -1.17 -0.70 -0.14  -0.53
7 H 0.60 -2.75 -0.10  0.35
8 H 1.29 -1.53 -1.26  0.36
9 H 2.04 -1.75 0.31  0.39
10 H 0.03 -1.07 1.44  0.12
11 H 0.93 1.04 -0.57  0.27
12 H 1.94 0.55 0.82  0.40
13 H 0.34 1.40 1.06  0.24
14 H -1.18 -1.06 -1.09  0.27
15 H -1.85 1.78 0.73  0.15
16 H -1.54 0.28 -0.21  -0.07

## Properties
- frontier orbital gap (eV) = 7.577
- charge = 0
- lowest unoccupied orbital energy (eV) = -1.5
- HOMO (eV) = -9.074

***

Energy relative to the most stable one, in hartree: <a> 0.0000; <b> 0.0781

***

<a>
The following is a DFT calculation (the ωB97M-V functional and the def2-TZVPD basis) of C4H4N4O as an isolated structure.

Last column: Mulliken charge in e.
CARTESIAN COORDINATES (ANGSTROEM)
1 C -1.21 -0.35 -0.46  -0.34
2 C -1.31 1.10 -0.41  -0.36
3 C -0.11 -0.83 0.20  0.23
4 C 0.73 0.98 0.33  1.03
5 N -0.28 1.82 -0.11  -0.58
6 N 1.78 0.69 -0.36  -0.42
7 N 0.34 0.01 1.30  -0.54
8 N 0.99 -1.54 -0.28  -0.29
9 O 2.12 -0.61 -0.29  -0.12
10 H -1.77 -0.90 -1.19  0.40
11 H -2.17 1.61 -0.82  0.41
12 H -0.44 0.36 1.85  0.29
13 H 1.32 -2.35 0.24  0.31

## Properties
- frontier orbital gap (eV) = 7.610
- charge = 0
- lowest unoccupied orbital energy (eV) = -1.2
- HOMO (eV) = -8.775

***

<b>
The following is a DFT calculation (the ωB97M-V functional and the def2-TZVPD basis) of C4H4N4O as an isolated structure.

Last column: Mulliken charge in e.
CARTESIAN COORDINATES (ANGSTROEM)
1 C 0.22 -1.16 0.98  0.46
2 C -0.51 0.20 -0.68  0.59
3 C -0.19 2.47 -1.11  0.13
4 C -1.17 -1.40 0.85  -0.14
5 H 2.06 -2.07 1.09  0.30
6 H 1.68 -0.12 0.01  0.36
7 H -0.69 3.66 -1.25  0.28
8 H -1.56 -2.23 1.45  0.36
9 N 0.92 -1.91 1.69  -0.58
10 N 0.67 -0.35 -0.31  -0.30
11 N -1.01 1.29 -1.18  -0.47
12 N -1.54 -0.75 -0.35  -0.45
13 O 1.14 2.36 -1.18  -0.54

## Properties
- frontier orbital gap (eV) = 8.196
- charge = 0
- lowest unoccupied orbital energy (eV) = -1.5
- HOMO (eV) = -9.711

***

Energy relative to the most stable one, in hartree: <a> 0.0467; <b> 0.0000

***

<a>
The following is a DFT calculation (the ωB97M-V functional and the def2-TZVPD basis) of a single C5H8Cl2 molecule.

Last column: Mulliken charge in e.
CARTESIAN COORDINATES (ANGSTROEM)
1 C -2.03 -0.97 -0.08  -1.02
2 C -1.06 0.17 0.05  -0.12
3 C 0.21 0.35 0.15  0.64
4 C 1.16 1.40 0.61  -0.62
5 Cl 1.16 2.82 -0.55  -0.20
6 C 1.12 -0.70 -0.56  -0.85
7 Cl 2.62 -1.43 0.41  -0.25
8 H -2.85 -0.77 -0.75  0.36
9 H -1.61 -1.81 -0.75  0.28
10 H -2.15 -1.56 1.02  0.24
11 H -1.59 1.21 0.41  0.18
12 H 2.25 1.13 0.58  0.30
13 H 0.69 1.80 1.62  0.34
14 H 0.53 -1.48 -0.76  0.37
15 H 1.55 -0.16 -1.40  0.37

## Properties
- frontier orbital gap (eV) = 10.541
- SMILES = CC=C(CCl)CCl
- charge = 0
- lowest unoccupied orbital energy (eV) = 0.6
- HOMO (eV) = -9.948

***

<b>
The following is a DFT calculation (the ωB97M-V functional and the def2-TZVPD basis) of a single C5H8Cl2 molecule.

Last column: Mulliken charge in e.
CARTESIAN COORDINATES (ANGSTROEM)
1 C -0.44 -1.97 -0.66  -1.25
2 C -0.62 -0.54 -0.13  0.87
3 Cl -2.16 0.30 -0.41  -0.22
4 C -0.08 -0.12 1.15  -0.97
5 C 0.51 0.47 -0.12  0.48
6 C 0.45 1.90 -0.74  -1.07
7 Cl 2.21 -0.20 -0.41  -0.26
8 H -0.82 -2.12 -1.73  0.30
9 H -0.92 -2.65 -0.10  0.38
10 H 0.59 -2.15 -0.67  0.35
11 H -0.71 0.61 1.70  0.29
12 H 0.68 -0.81 1.78  0.24
13 H -0.13 1.99 -1.72  0.28
14 H 1.64 2.17 -0.86  0.35
15 H 0.03 2.62 0.11  0.25

## Properties
- frontier orbital gap (eV) = 10.733
- SMILES = C[C@@]1(Cl)C[C@@]1(C)Cl
- charge = 0
- lowest unoccupied orbital energy (eV) = 0.8
- HOMO (eV) = -9.901

***

<c>
The following is a DFT calculation (the ωB97M-V functional and the def2-TZVPD basis) of a 2-piece molecular cluster, C5H8Cl2 overall.

Last column: Mulliken charge in e.
CARTESIAN COORDINATES (ANGSTROEM)
1 C 1.17 -0.80 1.45  -1.14
2 C 0.17 0.16 0.93  0.26
3 C -1.00 0.73 0.91  -0.75
4 C -0.01 1.45 0.13  0.76
5 C 0.12 1.44 -1.39  -1.18
6 Cl 0.40 3.02 0.80  -0.27
7 H 1.67 -0.30 2.27  0.30
8 H 1.83 -0.85 0.67  0.36
9 H 0.56 -1.61 1.64  0.34
10 H -2.05 0.68 1.18  0.34
11 H -0.44 2.43 -1.73  0.28
12 H -0.24 0.57 -1.77  0.37
13 H 1.11 1.42 -1.84  0.32
14 Cl -2.00 -3.27 -0.18  -0.26
15 H -2.47 -2.69 -1.28  0.25

## Properties
- frontier orbital gap (eV) = 9.871
- SMILES = CC1=C[C@@]1(C)Cl.Cl
- charge = 0
- lowest unoccupied orbital energy (eV) = 0.6
- HOMO (eV) = -9.316

***

Energy relative to the most stable one, in hartree: <a> 0.0290; <b> 0.0000; <c> 0.0376

***

<a>
The following is a DFT calculation (the ωB97M-V functional and the def2-TZVPD basis) of a 2-piece molecular cluster, C5H6F2 overall.

Last column: Mulliken charge in e.
CARTESIAN COORDINATES (ANGSTROEM)
1 C -2.37 -0.30 -1.02  -0.54
2 C -1.81 -0.51 0.13  0.42
3 F -1.99 0.35 1.17  -0.22
4 F -1.18 -1.62 0.53  -0.22
5 H -2.25 -0.98 -1.90  0.28
6 H -2.82 0.69 -1.01  0.28
7 C 1.40 -0.46 1.70  -0.75
8 C 1.20 -0.02 0.52  0.30
9 C 0.88 0.41 -0.66  -0.72
10 H 0.62 -0.97 2.24  0.24
11 H 2.41 -0.61 2.22  0.24
12 H 0.81 -0.31 -1.35  0.41
13 H 0.59 1.43 -0.73  0.30

## Properties
- frontier orbital gap (eV) = 10.619
- SMILES = C=C(F)F.C=C=C
- charge = 0
- lowest unoccupied orbital energy (eV) = 1.0
- HOMO (eV) = -9.632

***

<b>
The following is a DFT calculation (the ωB97M-V functional and the def2-TZVPD basis) of a single C5H6F2 molecule.

Last column: Mulliken charge in e.
CARTESIAN COORDINATES (ANGSTROEM)
1 C -0.02 1.16 -0.72  -0.99
2 C -0.37 -0.08 -0.08  0.26
3 C -1.24 -0.53 0.88  -0.73
4 C -0.81 -1.93 0.90  0.24
5 F -0.33 -2.29 2.14  -0.33
6 C 0.36 -1.46 -0.06  0.04
7 F 0.44 -2.09 -1.31  -0.34
8 H -0.33 1.42 -1.76  0.25
9 H 1.12 1.12 -0.79  0.24
10 H -0.34 1.92 0.00  0.30
11 H -1.98 0.08 1.35  0.41
12 H -1.46 -2.58 0.33  0.31
13 H 1.36 -1.33 0.40  0.33

## Properties
- frontier orbital gap (eV) = 10.840
- SMILES = CC1=C[C@H](F)[C@H]1F
- charge = 0
- lowest unoccupied orbital energy (eV) = 0.9
- HOMO (eV) = -9.926

***

Energy relative to the most stable one, in hartree: <a> 0.0514; <b> 0.0000

***

<a>
The following is a DFT calculation (the ωB97M-V functional and the def2-TZVPD basis) of C2H4NO3S as an isolated structure.

Last column: Mulliken charge in e.
CARTESIAN COORDINATES (ANGSTROEM)
1 C -0.40 -0.07 0.10  0.05
2 C -1.34 -0.83 1.07  -1.00
3 N 0.29 -0.57 -0.83  -0.56
4 O 2.20 0.42 -2.29  -0.65
5 O 2.25 0.64 0.15  -0.68
6 O 0.62 1.84 -1.26  -0.66
7 S 1.47 0.71 -1.13  1.13
8 H -0.33 1.00 0.19  0.53
9 H -2.27 -0.29 1.39  0.28
10 H -0.81 -1.01 1.94  0.28
11 H -1.68 -1.84 0.68  0.26

## Properties
- frontier orbital gap (eV) = 8.830
- charge = -1
- lowest unoccupied orbital energy (eV) = 3.8
- HOMO (eV) = -4.995

***

<b>
The following is a DFT calculation (the ωB97M-V functional and the def2-TZVPD basis) of C2H4NO3S as an isolated structure.

Last column: Mulliken charge in e.
CARTESIAN COORDINATES (ANGSTROEM)
1 C -0.64 -0.58 -0.94  -0.17
2 C 0.67 -0.31 -0.43  -0.71
3 N -1.82 0.88 -1.27  -0.37
4 O -4.29 1.17 -1.67  -0.66
5 O -3.38 -1.14 -1.53  -0.67
6 O -2.93 0.29 -3.47  -0.65
7 S -3.22 0.23 -2.05  1.14
8 H -1.00 -1.55 -1.36  0.35
9 H 0.58 0.19 0.50  0.23
10 H 0.93 0.35 -1.21  0.26
11 H 1.29 -1.24 -0.37  0.26

## Properties
- frontier orbital gap (alpha / beta) (eV) = 8.555 / 8.186
- charge = -1
- lowest unoccupied orbital energy (alpha / beta) (eV) = 3.6 / 3.5
- HOMO (alpha / beta) (eV) = -4.906 / -4.661

***

Energy relative to the most stable one, in hartree: <a> 0.0000; <b> 0.1496

***

<a>
The following is a DFT calculation (the ωB97M-V functional and the def2-TZVPD basis) of a single C2HCl2NS molecule.

Last column: Mulliken charge in e.
CARTESIAN COORDINATES (ANGSTROEM)
1 N -2.55 0.33 0.40  -0.36
2 C -1.65 -0.36 0.28  0.32
3 S -0.33 -1.44 0.09  -0.09
4 C 1.11 0.13 -0.18  -0.12
5 Cl 0.80 1.25 1.09  -0.05
6 Cl 0.82 0.73 -1.77  -0.03
7 H 1.79 -0.64 0.09  0.33

## Properties
- frontier orbital gap (eV) = 9.264
- SMILES = N#CSC(Cl)Cl
- charge = 0
- lowest unoccupied orbital energy (eV) = -0.7
- HOMO (eV) = -10.002

***

<b>
The following is a DFT calculation (the ωB97M-V functional and the def2-TZVPD basis) of C2HCl2NS as an isolated structure.

Last column: Mulliken charge in e.
CARTESIAN COORDINATES (ANGSTROEM)
1 C -2.60 0.99 -0.71  0.17
2 C -1.53 0.36 0.02  0.33
3 N -3.27 1.61 -1.41  -0.29
4 S -0.06 0.29 -0.88  -0.08
5 Cl -1.34 0.68 1.62  -0.04
6 Cl -2.66 -1.66 0.04  -0.27
7 H 0.73 0.42 0.17  0.17

## Properties
- frontier orbital gap (alpha / beta) (eV) = 8.670 / 8.671
- charge = 0
- lowest unoccupied orbital energy (alpha / beta) (eV) = -1.9 / -1.9
- HOMO (alpha / beta) (eV) = -10.573 / -10.574

***

Energy relative to the most stable one, in hartree: <a> 0.0000; <b> 0.0174